[1]
Computed, not measured: a single C3H6NO2 molecule in a non-equilibrium geometry, with ωB97M-V with the def2-TZVPD basis set.

energy above the lowest of the compared OMol25 structures with the same formula, charge and spin	57.5	kcal/mol
HOMO-LUMO gap (alpha / beta)	10.45 / 7.17	eV
strongest force on any atom	3.95	eV/Å
total energy	-323.00240	Ha
net charge	0
multiplicity	2

Last column: Löwdin charge in e.
Positions of all 12 atoms, in Å:
O1 -2.540 0.386 0.389  0.0247
C1 -1.301 0.211 0.352  -0.2326
C2 -0.083 1.068 0.144  -0.1892
N1 0.704 0.445 -0.968  -0.0280
C3 1.644 -0.735 -0.472  -0.3239
O2 1.308 -1.223 0.676  0.0490
H1 -0.889 -0.805 0.392  0.1036
H2 -0.282 2.020 -0.237  0.0982
H3 0.370 0.954 1.121  0.1218
H4 -0.107 0.024 -1.411  0.0750
H5 1.556 -1.533 -1.223  0.1447
H6 2.717 -0.350 -0.534  0.1568

[2]
Computed, not measured: 5 unconnected molecules or ions with the total composition C30H72N2 in a non-equilibrium geometry, with ωB97M-V with the def2-TZVPD basis set.

energy above the lowest of the compared OMol25 structures with the same formula, charge and spin	148.7	kcal/mol
HOMO-LUMO gap	8.89	eV
strongest force on any atom	13.68	eV/Å
total energy	-1295.06380	Ha
net charge	0
multiplicity	1

Last column: Löwdin charge in e.
Positions of all 104 atoms, in Å:
C1 -1.428 -3.475 -0.722  -0.0418
C2 -2.675 -3.895 0.129  -0.1310
N1 -2.524 -3.404 1.581  -0.1683
C3 -2.358 -2.009 1.879  -0.2636
C4 -3.527 -1.147 1.189  -0.0438
C5 -3.482 -4.082 2.491  -0.2158
C6 -3.175 -5.625 2.610  -0.0528
H1 -0.527 -3.587 -0.016  0.0968
H2 -1.306 -2.527 -0.941  -0.0237
H3 -1.115 -4.182 -1.579  0.1041
H4 -2.696 -4.908 0.258  0.0788
H5 -3.421 -3.579 -0.226  -0.0082
H6 -1.365 -1.835 1.506  0.0708
H7 -2.235 -1.722 3.050  0.1515
H8 -3.626 -1.457 0.238  -0.0047
H9 -3.247 0.102 1.263  0.1286
H10 -4.458 -1.361 1.730  0.0619
H11 -4.384 -3.964 2.289  0.0212
H12 -3.631 -3.528 3.349  0.0912
H13 -3.687 -6.280 1.871  0.0707
H14 -3.524 -6.142 3.564  0.0868
H15 -2.148 -5.691 2.434  0.0354
C7 0.153 2.651 -1.015  -0.0794
C8 0.720 1.399 -0.273  -0.2112
N2 1.264 1.839 1.048  -0.1504
C9 0.299 2.425 1.896  -0.3187
C10 -0.997 1.765 2.210  -0.0595
C11 1.924 0.704 1.648  -0.2588
C12 3.350 0.574 1.064  -0.0822
H16 -0.850 2.816 -0.512  0.0909
H17 0.147 2.470 -2.048  0.0232
H18 0.748 3.600 -1.100  0.0851
H19 1.471 0.986 -0.955  0.0863
H20 0.068 0.500 -0.154  0.1174
H21 0.202 3.538 1.827  0.1472
H22 0.713 2.742 2.657  0.0204
H23 -1.540 1.375 1.348  0.0467
H24 -1.529 2.359 2.872  0.0537
H25 -0.772 0.910 2.935  0.0898
H26 1.627 -0.326 1.606  0.0766
H27 1.957 0.847 2.841  0.1589
H28 3.974 -0.166 1.615  0.0829
H29 4.045 1.517 1.024  0.1162
H30 3.359 0.299 0.159  -0.0530
C13 -1.435 4.436 -3.929  -0.1323
C14 -1.175 5.436 -2.870  -0.3172
C15 -0.792 6.889 -3.318  -0.1996
C16 0.672 7.143 -3.747  -0.2122
C17 1.155 8.611 -3.906  -0.3067
C18 2.535 8.802 -4.297  -0.1115
H31 -0.522 4.477 -4.515  0.0727
H32 -2.541 4.849 -4.343  0.1418
H33 -1.925 3.542 -3.504  0.0632
H34 -0.411 5.190 -2.054  0.1025
H35 -2.164 5.675 -2.369  0.1144
H36 -0.937 7.590 -2.560  0.0849
H37 -1.335 7.114 -4.197  0.0915
H38 0.879 6.815 -4.749  0.1031
H39 1.320 6.584 -3.166  0.0753
H40 1.148 9.267 -2.965  0.1182
H41 0.430 9.356 -4.578  0.1634
H42 2.929 9.569 -3.922  0.0032
H43 2.516 8.715 -5.206  -0.0115
H44 2.980 7.900 -3.618  0.1573
C19 0.811 -1.924 3.922  -0.0986
C20 0.057 -3.345 3.912  -0.2504
C21 0.758 -4.169 4.959  -0.2705
C22 0.104 -5.469 5.167  -0.2425
C23 -1.198 -5.358 5.964  -0.2631
C24 -1.831 -6.639 6.449  -0.1291
H45 0.681 -1.132 4.729  0.0893
H46 0.230 -1.255 3.151  0.0432
H47 1.809 -2.251 3.576  0.0731
H48 0.071 -3.873 3.014  0.0852
H49 -0.932 -3.110 3.891  0.0351
H50 0.830 -3.489 6.010  0.1637
H51 1.903 -4.275 5.000  0.1310
H52 0.758 -6.120 5.755  0.1194
H53 0.006 -5.826 4.224  0.0748
H54 -1.911 -4.841 5.375  0.0736
H55 -1.057 -4.852 6.966  0.1295
H56 -1.156 -6.966 7.301  0.0867
H57 -1.695 -7.562 5.798  0.0977
H58 -2.712 -6.507 6.907  0.0176
C25 -0.825 -1.451 -4.503  -0.0800
C26 0.295 -0.324 -4.661  -0.2211
C27 1.477 -0.812 -3.841  -0.2219
C28 2.655 0.059 -3.644  -0.3232
C29 3.856 -0.566 -3.174  -0.2523
C30 5.148 0.353 -3.314  -0.0803
H59 -0.611 -2.494 -4.966  0.0991
H60 -1.651 -0.814 -4.981  0.0791
H61 -1.161 -1.546 -3.408  0.0663
H62 -0.043 0.587 -4.437  0.0718
H63 0.564 -0.203 -5.489  -0.0099
H64 1.736 -1.765 -4.168  0.0839
H65 0.890 -1.032 -2.798  0.1499
H66 2.196 0.821 -3.145  0.0746
H67 2.814 0.568 -4.541  0.1121
H68 3.909 -1.438 -3.925  0.1275
H69 3.704 -1.143 -2.121  0.1543
H70 5.050 1.353 -2.754  0.0991
H71 5.400 0.458 -4.282  0.0153
H72 5.952 -0.134 -2.742  0.0633

[3]
Computed, not measured: a gas-phase ion, C3H8N3S (charge +1) in a non-equilibrium geometry, with ωB97M-V with the def2-TZVPD basis set.

energy above the lowest of the compared OMol25 structures with the same formula, charge and spin	38.6	kcal/mol
HOMO-LUMO gap	9.53	eV
strongest force on any atom	5.27	eV/Å
total energy	-681.25274	Ha
net charge	+1
multiplicity	1

Last column: Löwdin charge in e.
Positions of all 15 atoms, in Å:
C1 -1.411 1.555 -0.607  0.0069
N1 -0.365 1.514 0.058  0.0150
C2 -0.285 0.351 0.889  -0.1959
C3 0.325 -0.805 0.207  -0.3385
N2 -0.511 -1.695 -0.232  0.2533
N3 1.608 -0.844 -0.184  -0.2731
S1 2.880 0.301 0.042  0.8807
H1 -1.618 2.163 -1.459  0.0901
H2 -2.189 0.849 -0.473  0.0732
H3 -1.146 0.174 1.420  0.1101
H4 0.453 0.582 1.677  0.1312
H5 -1.531 -1.591 -0.052  0.1740
H6 -0.259 -2.309 -0.873  0.0793
H7 1.957 -1.599 -0.751  0.1097
H8 2.091 1.352 0.337  -0.1162

[4]
Computed, not measured: 12 unconnected molecules or ions with the total composition C4H28N2O11 in a non-equilibrium geometry, with ωB97M-V with the def2-TZVPD basis set.

energy above the lowest of the compared OMol25 structures with the same formula, charge and spin	123.0	kcal/mol
HOMO-LUMO gap	9.04	eV
strongest force on any atom	8.27	eV/Å
total energy	-1106.25005	Ha
net charge	0
multiplicity	1

Last column: Löwdin charge in e.
Positions of all 45 atoms, in Å:
C1 0.662 -0.443 0.417  -0.0416
C2 1.115 0.386 -0.689  -0.3075
C3 0.364 0.794 -1.836  -0.0493
N1 1.135 1.916 -2.365  0.0177
C4 2.183 2.085 -1.630  -0.2439
N2 2.278 1.188 -0.598  0.1048
H1 1.543 -1.278 0.741  0.1030
H2 0.402 0.214 1.275  0.0984
H3 -0.208 -1.139 0.195  0.0897
H4 -0.421 0.507 -2.398  0.0529
H5 2.846 2.972 -1.858  0.1345
H6 2.902 1.162 0.220  0.1016
O1 0.220 -4.232 -0.111  0.0182
H7 -0.127 -4.917 -0.539  -0.0163
H8 -0.416 -3.580 -0.415  0.0202
O2 -3.388 -0.287 0.723  -0.0882
H9 -2.785 0.511 0.797  0.0371
H10 -3.187 -0.996 0.088  0.0094
O3 3.307 0.559 1.939  -0.1198
H11 3.999 0.383 2.639  0.0969
H12 2.955 -0.388 1.808  0.0462
O4 -2.058 -2.712 -1.513  -0.1448
H13 -1.940 -3.244 -2.363  0.0812
H14 -2.477 -1.958 -2.108  0.0465
O5 -0.880 3.583 3.540  -0.1543
H15 -1.647 3.175 3.103  0.0005
H16 -0.118 3.113 2.852  0.1250
O6 2.260 3.214 1.890  -0.0230
H17 2.831 3.696 1.320  0.0241
H18 2.912 2.928 2.497  0.0106
O7 -3.945 -1.335 -2.943  -0.0559
H19 -4.304 -1.504 -2.129  -0.0150
H20 -3.923 -0.312 -3.141  0.0991
O8 1.646 -4.024 2.201  -0.0465
H21 1.040 -3.977 1.475  -0.0403
H22 1.087 -4.208 2.942  0.0267
O9 -1.653 2.407 0.073  -0.0386
H23 -0.907 2.314 -0.510  0.0000
H24 -1.805 3.354 0.168  0.0588
O10 -4.100 1.636 -2.498  0.0140
H25 -3.558 1.948 -3.143  -0.0039
H26 -3.532 1.677 -1.745  0.0181
O11 3.643 -1.641 0.549  -0.0989
H27 3.124 -2.494 0.801  0.0930
H28 2.925 -1.052 0.281  -0.0402

[5]
Computed, not measured: 2 unconnected molecules or ions with the total composition C2H7NO3 in a non-equilibrium geometry, with ωB97M-V with the def2-TZVPD basis set.

energy above the lowest of the compared OMol25 structures with the same formula, charge and spin	46.7	kcal/mol
HOMO-LUMO gap	10.21	eV
strongest force on any atom	4.54	eV/Å
total energy	-360.83921	Ha
net charge	0
multiplicity	1

Last column: Löwdin charge in e.
Positions of all 13 atoms, in Å:
N1 1.139 0.414 -1.612  0.0114
C1 -0.275 0.240 -1.812  -0.2296
C2 -1.189 0.198 -0.609  -0.4556
O1 -0.996 -0.649 0.293  0.0811
O2 -2.275 1.048 -0.808  0.0727
H1 1.351 1.436 -1.500  0.0962
H2 1.544 0.103 -0.791  0.0350
H3 -0.674 0.962 -2.630  0.1470
H4 -0.557 -0.786 -2.231  0.1418
H5 -2.147 1.433 0.055  0.1001
O3 1.155 -1.568 3.580  -0.0390
H6 1.805 -0.884 3.613  0.0144
H7 1.118 -1.946 4.453  0.0244

[6]
Computed, not measured: a molecular structure, C20H17IrN4O5S4 in a non-equilibrium geometry, with ωB97M-V with the def2-TZVPD basis set.

HOMO-LUMO gap	5.98	eV
strongest force on any atom	3.19	eV/Å
total energy	-3064.80673	Ha
net charge	-2
multiplicity	1

Last column: Löwdin charge in e.
Positions of all 51 atoms, in Å:
Ir1 1.256 1.896 1.679  0.8582
C1 -3.943 -0.832 -0.174  -0.0766
C2 -4.163 0.680 -0.270  -0.2270
N1 -3.471 1.430 0.754  -0.1469
C3 -4.162 1.774 1.971  -0.2788
C4 -4.020 0.719 3.070  -0.0875
C5 -2.118 1.611 0.619  -0.6944
S1 -1.292 2.394 1.933  0.6893
N2 -1.599 1.162 -0.490  0.0852
C6 -0.324 1.279 -0.898  -0.4153
O1 0.587 1.983 -0.334  -0.2435
C7 -0.024 0.559 -2.130  -0.1191
C8 -1.044 -0.042 -2.881  -0.0254
C9 -0.752 -0.740 -4.032  -0.1005
C10 0.563 -0.862 -4.470  -0.0960
C11 1.580 -0.262 -3.736  -0.0791
C12 1.295 0.450 -2.591  -0.0048
H1 -4.360 -1.340 -1.042  0.0648
H2 -4.408 -1.245 0.719  0.0534
H3 -2.875 -1.023 -0.136  0.0702
H4 -5.230 0.923 -0.206  0.1086
H5 -3.784 1.024 -1.235  0.0986
H6 -5.221 1.918 1.731  0.1080
H7 -3.753 2.721 2.329  0.0677
H8 -4.461 -0.222 2.751  0.0533
H9 -4.521 1.046 3.979  0.0677
H10 -2.967 0.561 3.284  0.0518
H11 -2.059 0.038 -2.528  0.0898
H12 -1.557 -1.210 -4.585  0.0923
H13 0.790 -1.432 -5.362  0.0921
H14 2.610 -0.365 -4.050  0.1013
H15 2.084 0.910 -2.016  0.0790
O2 3.879 3.179 3.947  -0.3583
S2 2.487 3.344 3.568  0.2333
O3 1.773 4.269 4.426  -0.3639
O4 1.799 1.968 3.607  -0.5500
O5 2.357 3.743 2.118  -0.4920
S3 0.972 -0.636 1.874  0.6003
C13 2.311 -1.289 1.000  -0.6968
C14 2.449 -2.677 0.992  -0.0854
C15 3.400 -3.321 0.208  -0.2151
C16 3.562 -4.710 0.247  -0.2208
N3 3.721 -5.853 0.287  0.1300
C17 4.227 -2.539 -0.647  -0.2162
C18 4.146 -1.156 -0.578  -0.0895
C19 3.258 -0.501 0.278  -0.7055
S4 3.414 1.203 0.433  0.6729
C20 5.130 -3.132 -1.538  -0.2200
N4 5.882 -3.581 -2.288  0.1319
H16 1.782 -3.256 1.616  0.1026
H17 4.796 -0.560 -1.202  0.1062